No. 1
Below is a structure of composition C19H38AlF4O3, with properties calculated with wB97M-V/def2-TZVPD.

ORCA input file:
```
! wB97M-V def2-TZVPD RIJCOSX def2/J DEFGRID3
* xyz -1 1
H -5.64 -0.42 0.01
H 4.60 2.75 -0.96
H 2.56 3.46 0.18
H -0.53 -4.39 0.04
H -6.07 0.94 -1.03
C -1.79 1.40 1.36
C -5.32 0.56 -0.33
H 6.29 0.72 2.19
H 0.86 -3.60 -0.66
H -1.85 -0.59 -1.80
C -3.00 1.93 2.13
O -2.64 -2.81 0.62
H 0.23 1.07 -0.01
H 4.73 0.02 -1.03
H -1.89 1.73 0.33
O -2.89 -2.36 -1.59
Al 1.74 -4.20 -3.81
C -2.13 -2.56 -0.48
C 6.18 1.13 0.09
C -3.95 0.46 -0.97
F 0.58 -3.27 -4.62
C 3.89 1.98 -0.67
H -6.25 1.47 1.33
C 0.00 -3.45 -0.03
H -0.52 2.98 2.12
O -0.81 -2.47 -0.71
H -4.00 0.01 1.85
C 4.73 0.76 -0.25
H 4.29 0.30 0.63
H -3.34 -0.11 -0.28
C 0.47 -2.97 1.33
H 2.26 0.57 0.65
C 3.06 2.54 0.48
H 2.13 1.49 2.13
H 6.26 2.19 0.33
H -4.80 1.13 2.92
H -1.74 0.32 1.38
C 2.03 1.55 1.05
H -0.04 1.37 2.66
H 1.05 -2.07 1.21
H 6.82 0.98 -0.78
C -5.26 1.50 0.88
H -3.24 2.94 1.81
F 2.69 -5.04 -4.94
H 7.79 0.44 1.36
H -3.68 0.46 -3.11
H -0.37 -2.75 1.98
C 0.58 1.87 0.65
H -3.56 1.46 -1.10
H -5.10 2.52 0.56
H -2.22 -1.36 -3.31
H 0.50 2.80 0.09
H 1.07 -3.76 1.76
C 6.72 0.33 1.27
F 0.98 -5.30 -2.77
H 6.47 -0.72 1.18
H -4.75 -0.86 -2.54
H 3.27 1.77 -1.53
C -4.27 1.06 1.97
H -2.78 1.97 3.20
C -2.62 -1.15 -2.32
H 3.76 2.81 1.28
C -3.86 -0.28 -2.33
C -0.43 1.94 1.82
F 2.73 -3.18 -2.88
*
```

The value obtained for the total energy is -43940.0000 eV. For the relative energy (zero: lowest compared OMol25 entry of this formula, charge and spin), the calculation gives 0.00 kJ/mol. The calculation puts the HOMO-LUMO gap at 10.6 eV. The calculation puts the LUMO energy at 2.6 eV.

No. 2
Below is an isolated molecule of C19H38BIN4O6, with properties calculated with wB97M-V/def2-TZVPD.

ORCA input file:
```
! wB97M-V def2-TZVPD RIJCOSX def2/J DEFGRID3
* xyz 0 1
H -1.59 3.60 1.85
C -0.70 4.84 3.35
H 2.47 -1.42 -2.00
H -0.81 0.29 -3.44
O 2.70 -0.68 -2.58
H -1.56 2.92 -0.89
H -0.51 1.88 3.08
H 0.80 -3.67 1.74
H 0.48 0.09 2.24
H 2.99 -3.32 0.03
C 2.50 0.32 4.03
C 1.05 -3.94 0.71
H 2.82 1.79 2.65
N 2.57 1.69 -2.64
B 1.94 0.45 -2.36
H 3.51 1.59 -3.01
H -1.00 -4.67 0.53
O 0.01 4.88 4.30
H 2.46 0.25 -0.08
C 1.61 -0.24 0.43
H -2.10 1.75 -2.05
C -0.51 -0.41 -2.66
H 0.93 2.86 3.34
C 1.26 0.62 1.68
H -0.07 4.35 1.37
H 2.08 2.43 -3.12
N 0.72 1.93 1.41
H 3.17 -1.48 1.26
C -2.07 1.03 -0.02
O 3.17 0.80 4.85
H 1.58 -1.80 1.91
H -3.95 -1.26 0.98
H -2.28 1.68 0.84
H 1.68 -2.64 -0.90
H -1.37 0.27 0.33
C -1.30 -2.31 -4.05
C -0.09 -1.71 -3.36
H 0.38 -2.42 -2.68
H -2.40 -3.98 -3.91
C -3.40 0.36 -0.38
C -4.14 -0.19 0.85
C 2.12 -1.61 0.98
C 0.17 2.58 2.59
I 1.10 -1.20 4.68
C 2.53 0.73 2.58
H -3.23 -0.46 -1.09
O -2.08 -1.62 -4.67
H -1.42 -0.62 -2.08
H 3.39 0.22 2.13
H -2.21 5.58 2.42
O -1.69 5.76 3.22
N -1.43 -3.69 -4.02
C -1.46 1.86 -1.16
H -3.84 0.33 1.76
H 0.15 2.19 -2.31
H -0.69 -3.19 -0.37
H -5.23 -0.08 0.73
H 0.62 -1.48 -4.16
N -0.03 1.67 -1.46
C 2.00 -2.87 0.12
O 0.56 -0.49 -0.51
H -4.04 1.10 -0.89
H -0.07 -4.76 -0.95
C -0.58 3.85 2.21
C -0.25 -4.14 -0.07
H 1.41 2.52 0.97
H 1.57 -4.90 0.76
H -0.85 -4.13 -3.32
C 0.46 0.32 -1.71
*
```

The value obtained for the total energy is -47344.4528 eV. The SMILES is CCCCN[C@](CCC(N)=O)(O[C@H](CCCC)[C@@H](CC(=O)I)NCCC(=O)O)B(N)O. The calculation puts the HOMO-LUMO gap at 8.9 eV. The calculation puts the LUMO energy at 0.2 eV.

No. 3
Below is a structure of composition C19H38InO15, with properties calculated with wB97M-V/def2-TZVPD.

ORCA input file:
```
! wB97M-V def2-TZVPD RIJCOSX def2/J DEFGRID3
* xyz -1 1
O -4.27 3.84 3.68
H -1.61 3.93 1.04
O -7.66 -0.94 0.70
H -3.82 -3.24 -6.04
O -7.34 1.26 0.12
O -2.95 2.81 2.11
H -3.12 4.78 1.45
C -3.21 0.78 -3.33
H 0.38 1.58 -2.12
H 3.40 -0.21 -3.62
H -4.30 0.84 -3.45
H -5.69 0.42 4.30
H 9.95 -0.99 1.22
O 4.04 2.81 0.69
H -9.09 -1.87 -1.37
O 10.02 -2.96 3.05
H -2.34 -4.14 -5.68
C 0.87 0.99 -0.20
C 3.76 2.36 -1.56
C -9.73 -1.06 -0.99
H -5.46 0.60 0.72
C -0.23 0.75 0.99
C 5.12 -1.08 -0.85
H -10.20 -1.35 -0.05
H 6.10 -1.06 -1.52
H -2.22 -2.66 -6.65
C 1.37 -0.37 -0.98
H 1.40 -1.31 -0.27
H -2.96 1.14 -2.32
C 9.26 -5.52 2.92
O 8.66 -4.54 2.09
O 4.67 2.71 -0.45
O -4.37 1.59 3.25
H 1.84 1.45 0.32
H 9.09 -5.29 3.98
H -1.86 4.49 2.70
C -2.36 4.08 1.82
C -7.96 0.05 0.06
H 2.73 2.94 -1.54
C 5.59 -0.37 0.59
C -6.24 1.31 1.02
C 5.95 0.19 1.85
O -8.98 0.14 -0.83
H 4.30 2.72 -2.56
H -5.01 1.77 5.22
H 8.70 -0.69 2.48
H 3.86 1.88 1.05
H -0.02 1.58 1.82
H 5.97 0.89 2.81
H -6.26 2.07 3.97
C -5.39 1.47 4.24
C 8.89 -1.09 1.48
H -0.13 -0.28 1.55
H -5.82 2.32 0.98
O 0.33 1.96 -1.18
C -3.90 2.85 3.08
H -2.70 1.42 -4.06
C 9.14 -3.28 2.26
O -3.58 -0.60 -5.59
H -6.57 1.12 2.05
H 8.80 -6.49 2.70
C -3.02 -1.14 -4.64
H 8.30 -0.52 0.76
O 8.48 -2.46 1.41
O -2.77 -0.57 -3.44
H -10.52 -0.88 -1.73
O -2.55 -2.41 -4.61
H -1.32 0.97 0.59
H 0.63 -0.62 -1.88
C -2.75 -3.14 -5.82
In 3.46 0.11 -1.82
H 4.88 -2.24 -0.69
H 10.34 -5.60 2.72
*
```

The value obtained for the total energy is -56195.2394 eV. The calculation puts the HOMO-LUMO gap at 6.4 eV. The calculation puts the LUMO energy at 1.9 eV.

No. 4
Below is a structure of composition C19H38NO4P3Ti, with properties calculated with wB97M-V/def2-TZVPD.

ORCA input file:
```
! wB97M-V def2-TZVPD RIJCOSX def2/J DEFGRID3
* xyz 4 1
H 1.35 0.34 4.44
H -0.24 5.12 -1.37
H 1.48 1.92 -3.14
H -1.01 2.09 -3.31
H -1.34 4.76 0.83
H 0.29 -1.83 4.78
C -0.19 -1.05 4.19
H 1.19 4.05 -1.18
H 3.40 -2.23 -1.90
C -1.22 -3.57 -0.22
C -0.53 1.12 -3.16
C 0.15 -1.18 2.69
O 1.67 2.05 1.15
H -2.78 2.60 -2.10
C -1.33 -0.02 -2.99
H -3.71 -3.04 1.51
C -2.58 3.17 -1.18
H 4.09 1.41 -0.02
H -4.12 -1.04 -1.01
C 3.37 -0.86 1.61
H -2.41 0.06 -2.99
C -0.73 -1.27 -2.76
C 0.67 -1.37 -2.69
P -2.18 -2.05 0.01
H 4.46 -2.42 -0.47
O 0.08 -0.04 2.11
C 3.43 -2.24 -0.81
H 4.42 -1.17 1.60
H -1.34 -2.16 -2.65
H -0.68 -3.57 -1.17
H -0.02 0.97 3.81
H 0.08 0.60 5.49
H 2.55 -0.33 -2.90
H 0.03 3.79 1.45
C -2.91 -2.30 1.64
H 1.12 -2.33 -2.47
C 0.15 4.10 -1.55
H 2.75 -1.63 2.09
N 0.33 0.32 4.54
C -1.54 0.09 0.46
O -2.30 0.78 1.07
H -1.28 -1.08 4.36
H -1.90 -4.43 -0.18
P 2.83 -0.66 -0.13
C 1.18 1.23 0.46
Ti 0.05 0.18 -1.35
H 3.85 0.89 -1.71
H -3.32 -1.35 2.01
H 5.08 0.08 -0.69
H 3.27 0.11 2.13
H -2.74 4.24 -1.37
P -0.86 2.88 -0.61
O 0.41 -2.30 2.20
H 2.78 -3.05 -0.44
H -3.27 2.83 -0.40
H -1.64 3.19 1.65
C -3.63 -2.02 -1.09
H 0.14 3.89 -2.62
C -0.96 3.74 0.99
C 0.86 1.02 -3.10
C 1.47 -0.23 -2.91
C 4.09 0.55 -0.70
H -0.50 -3.64 0.61
H -4.33 -2.79 -0.75
H -3.36 -2.20 -2.13
H -2.14 -2.70 2.33
*
```

The value obtained for the total energy is -80936.7715 eV. The calculation puts the HOMO-LUMO gap (alpha / beta) at 5.6 / 5.5 eV. The calculation puts the LUMO energy (alpha / beta) at -15.3 / -15.3 eV.

No. 5
Below is a cluster of 4 separate species, C19H38NO8S3 in total, with properties calculated with wB97M-V/def2-TZVPD.

ORCA input file:
```
! wB97M-V def2-TZVPD RIJCOSX def2/J DEFGRID3
* xyz 1 1
H -3.17 3.80 5.94
H 6.96 0.98 2.09
H -3.44 3.49 3.36
S -1.88 -3.56 -0.12
S -1.47 -0.11 -5.11
H 0.47 1.67 0.16
H -4.20 1.77 -3.70
O -2.06 -2.23 0.43
C 1.90 -0.74 1.93
H -4.56 1.33 -6.25
H 0.06 -4.82 0.47
C -2.76 0.11 -6.34
H 4.44 -0.95 1.86
C -2.05 -3.49 -1.89
H -1.20 3.25 2.54
C -3.96 0.71 -5.59
O 0.16 0.92 4.57
C 2.48 0.67 0.03
H -2.37 0.80 -7.09
C -0.12 -3.91 -0.09
H -1.68 1.10 -3.08
H -0.61 3.39 6.57
O 0.79 3.30 4.22
H -4.61 -0.10 -5.23
H 0.69 0.75 2.66
H -2.93 2.41 -4.74
O -2.62 -4.67 0.42
H 0.25 -5.06 -1.88
H 1.65 2.12 1.39
C 2.66 -0.72 0.60
H 1.35 -3.70 -1.69
H -1.61 1.93 6.35
O 7.19 -0.19 -0.18
C 6.16 0.07 0.37
S -0.22 2.32 4.49
H -3.35 2.00 4.29
C 6.06 1.07 1.48
H 6.01 2.08 1.06
H -0.13 -0.13 1.57
H 3.34 1.31 0.21
H -2.79 -2.74 -2.15
O -1.24 -1.52 -4.88
H 1.52 -1.74 2.13
C 0.32 -4.02 -1.56
C -3.41 1.50 -4.39
H 4.26 -2.21 0.65
C 1.28 1.30 0.77
H -2.86 -0.24 -3.20
H 0.35 -3.06 0.41
H 5.19 0.94 2.13
H -2.97 -0.85 -6.79
C -2.35 3.66 5.24
H 2.48 -0.41 2.80
C -2.79 2.89 3.99
C -2.38 0.59 -3.73
H 2.32 0.65 -1.05
C -1.52 2.48 3.24
O -0.36 0.76 -5.41
H -1.64 1.52 2.73
O 4.99 -0.49 -0.10
N 0.79 0.26 1.76
C 4.14 -1.14 0.83
H -2.38 -4.47 -2.23
H -0.44 -2.10 -2.21
H -0.54 -3.33 -3.45
H -1.96 4.64 4.96
H 2.23 -1.50 -0.04
C -0.64 -3.16 -2.39
C -1.23 2.83 5.87
*
```

The value obtained for the total energy is -70688.1781 eV. The calculation puts the HOMO-LUMO gap at 10.0 eV. The calculation puts the LUMO energy at -2.6 eV.

No. 6
Below is a cluster of 3 separate species, C19H39BN4O6P in total, with properties calculated with wB97M-V/def2-TZVPD.

ORCA input file:
```
! wB97M-V def2-TZVPD RIJCOSX def2/J DEFGRID3
* xyz 1 1
H -1.77 2.36 0.68
H 0.00 -4.03 -5.02
C -4.14 5.28 3.90
H 2.50 -2.86 3.39
C -3.19 -1.63 1.64
H 3.00 -3.69 -7.89
C -3.67 6.89 2.24
N 1.24 -0.05 2.14
H -4.18 -2.14 1.55
O 4.87 -1.50 1.43
O 4.00 0.15 3.23
H 1.60 -3.94 -4.27
C -0.87 2.47 1.33
H 5.08 -2.45 1.52
H -2.19 -2.40 -0.15
N 3.44 -2.46 3.45
O 1.14 -2.37 -5.50
H -1.82 0.76 2.48
O -3.03 4.79 3.14
H -5.21 7.19 3.78
H -0.95 3.35 2.02
H 0.38 3.67 -0.04
H -2.24 -3.61 2.12
H 0.46 1.92 -0.39
C 2.70 -3.53 -6.85
H -1.64 6.20 2.59
C 1.04 -3.76 -5.19
H -3.48 -1.21 -0.48
N 0.05 0.16 1.61
C -2.29 -2.57 2.53
C -2.61 -1.42 0.20
C 0.38 -1.61 -0.15
H 3.95 -2.36 -3.25
H 1.31 2.52 1.09
H -4.00 5.04 4.95
C -0.35 -0.58 0.56
H -1.25 -2.16 2.67
H -0.01 -2.16 -1.02
P 3.64 -1.26 2.47
C 1.66 -4.52 -6.36
C 2.00 -2.20 -6.64
H 2.07 -5.49 -6.07
H -2.75 -2.66 3.55
H -3.28 7.88 2.00
C -2.60 5.81 2.23
H 3.58 -0.43 -2.06
C 2.63 -2.96 -0.13
H 1.96 -3.75 -0.56
C -0.82 1.19 2.25
H 2.70 -1.38 -6.45
N -1.69 -0.26 0.06
H 0.90 -4.68 -7.13
C -4.21 6.78 3.66
O 3.81 -0.97 -1.29
H -3.38 -0.64 2.12
C 1.71 -1.87 0.43
C 1.98 -0.99 1.59
O 3.51 -2.97 -2.64
H -0.33 1.47 3.22
H -3.54 7.30 4.35
H -1.57 -0.09 -0.95
H 3.59 0.15 4.12
C 0.42 2.67 0.44
H -2.45 5.38 1.24
H -5.05 4.78 3.55
H 3.35 -3.37 0.61
B 3.36 -2.30 -1.43
H 3.59 -3.59 -6.23
H -4.45 6.65 1.52
H 1.38 -1.93 -7.50
*
```

The value obtained for the total energy is -48541.5579 eV. The calculation puts the HOMO-LUMO gap at 7.2 eV. The calculation puts the LUMO energy at -4.3 eV.

No. 7
Below is a structure of composition C19H39CrGeN4O, with properties calculated with wB97M-V/def2-TZVPD.

ORCA input file:
```
! wB97M-V def2-TZVPD RIJCOSX def2/J DEFGRID3
* xyz 4 2
O 1.07 -1.63 1.56
Cr 1.37 -1.85 -0.22
H 2.36 -4.01 1.45
H -2.74 4.87 0.68
C -0.60 -3.60 -1.27
C 0.31 3.24 1.80
H -2.14 -4.71 -2.24
H 3.77 -1.01 0.16
C -2.65 4.19 1.53
H -2.42 3.17 1.08
H -4.22 4.95 -1.84
H 5.10 -2.68 -1.07
N 3.38 -1.93 -0.07
C -1.82 3.66 -1.90
N 1.54 -1.40 -2.23
H -0.77 1.77 -1.94
H -4.17 4.21 -3.43
H -0.22 -6.48 1.18
H 0.46 5.21 2.62
C -1.42 -4.69 -1.44
H 4.88 -0.72 -2.35
H 0.28 3.16 -1.57
Ge -0.79 2.32 0.50
C -1.65 4.67 2.56
H 1.33 3.30 1.43
C 1.39 -4.38 1.76
N 0.33 -3.51 -0.30
N 0.85 -3.48 2.80
H -1.69 4.06 3.46
H 2.67 -0.07 -3.46
H -1.87 -6.65 -0.67
H -0.59 -0.71 3.43
H -5.27 3.59 -2.21
H 4.17 -1.92 -3.39
C -0.70 2.72 -1.39
H -0.13 -1.94 4.63
H 1.04 -0.70 4.13
H -0.24 5.20 1.02
C -1.27 -5.76 -0.56
H -0.69 -2.75 -1.95
C -0.34 -5.67 0.47
H 1.56 -5.34 2.23
H -1.55 3.94 -2.92
H -3.65 3.99 1.93
C 0.72 -2.19 2.68
C 4.03 -1.40 -2.44
H -1.81 4.59 -1.32
H -3.46 2.66 -0.89
H 0.58 -3.90 3.69
H 0.72 -0.93 -2.62
H 2.77 0.25 -1.74
H 0.31 2.69 2.74
C 2.76 -0.55 -2.49
H -3.19 2.14 -2.54
C -0.24 4.68 1.98
H 3.58 -3.38 -1.59
H -1.93 5.68 2.85
H -1.64 1.10 0.92
C 0.22 -1.34 3.79
C 4.07 -2.44 -1.32
H 1.62 -2.25 -2.78
C -4.28 4.00 -2.37
C -3.20 3.02 -1.89
H 3.67 -2.51 0.73
C 0.44 -4.54 0.59
*
```

The value obtained for the total energy is -113239.9197 eV. For the relative energy (zero: lowest compared OMol25 entry of this formula, charge and spin), the calculation gives 0.00 kJ/mol. As for the expectation value of S²: 0.758. The calculation puts the HOMO-LUMO gap (alpha / beta) at 5.5 / 6.1 eV. The calculation puts the LUMO energy (alpha / beta) at -14.8 / -14.2 eV.